[1]
{
  "formula": "C2H3F3NO4S",
  "method": "ωB97M-V with the def2-TZVPD basis set",
  "gap_ev": [4.62, 4.60],
  "total_charge": -2,
  "spin_multiplicity": 2,
  "max_force_ha_per_bohr": 0.033,
  "homo_ev": [0.98, 0.98],
  "energy_ha": -1131.3533,
  "relative_energy_ev": 0.000,
  "s2": 0.75,
  "species": ["O", "C", "H", "H", "H", "O", "N", "S", "O", "O", "C", "F", "F", "F"],
  "coordinates": [[-3.15533, -2.21385, -2.56952], [-3.06800, -2.08784, -1.21614], [-2.79717, -3.03564, -0.68101], [-4.01665, -1.75112, -0.72253], [-2.26762, -1.31984, -0.83718], [-0.63853, 0.28634, -0.01595], [0.44698, 0.52924, -0.62984], [1.39917, 1.75554, 0.18125], [2.30305, 2.34585, -0.81821], [0.62777, 2.64038, 1.06972], [2.57648, 0.86953, 1.34888], [3.31179, -0.00344, 0.67429], [1.89468, 0.23188, 2.28876], [3.38337, 1.75297, 1.92748]],
  "atomic_forces_ev_per_a": [[-0.13, -0.10, 0.26], [1.03, 0.94, -0.21], [0.00, -0.16, 0.13], [-0.16, 0.02, 0.14], [-1.06, -1.01, -0.51], [0.74, 0.26, -0.08], [-0.20, 0.05, 0.37], [-0.80, 1.02, -0.60], [-0.48, -0.48, 1.08], [1.03, -0.72, -0.59], [-1.12, 0.74, -1.04], [0.49, -0.46, -0.01], [-0.02, -0.37, 0.51], [0.68, 0.26, 0.55]],
  "mulliken_spin": [0.0000, -0.0042, 0.0000, 0.0001, 0.0046, 0.5029, 0.3916, 0.0725, 0.0081, 0.0068, 0.0105, 0.0051, 0.0006, 0.0013]
}



[2]
{
  "formula": "C21H23NO4",
  "method": "ωB97M-V with the def2-TZVPD basis set",
  "gap_ev": 7.94,
  "max_force_ha_per_bohr": 0.324,
  "homo_ev": -8.29,
  "energy_ha": -1169.0470,
  "relative_energy_ev": 21.330,
  "species": ["C", "H", "O", "C", "C", "C", "C", "C", "C", "H", "H", "O", "C", "H", "H", "H", "C", "O", "C", "C", "C", "C", "C", "C", "H", "H", "C", "O", "N", "C", "H", "C", "C", "C", "C", "H", "H", "H", "H", "H", "H", "H", "H", "H", "H", "H", "H", "H", "H"],
  "coordinates": [[-3.17785, 2.73201, -3.90721], [-2.90375, 3.54163, -4.37536], [-2.36003, 2.36619, -2.68052], [-1.08675, 2.35260, -2.87518], [-0.50360, 2.07967, -1.82506], [0.91052, 2.20206, -1.65788], [1.59071, 2.39324, -2.80664], [1.13929, 2.32972, -4.08173], [-0.23688, 2.47440, -4.13503], [-0.83267, 2.60951, -5.00819], [1.83978, 2.51917, -4.85179], [3.25416, 2.04758, -2.87790], [3.72661, 3.12558, -2.78143], [3.72261, 3.72355, -1.60762], [3.66489, 3.85328, -3.54847], [4.84837, 3.06792, -2.68544], [1.48350, 1.98586, -0.29951], [2.37422, 2.88439, 0.14359], [1.34299, 0.67810, 0.56894], [0.72683, -0.23222, -0.04899], [0.39320, -1.46452, 0.54726], [0.56691, -1.21340, 2.08046], [1.15075, -0.24779, 2.71431], [1.44200, 0.96281, 1.96415], [2.11449, 1.50787, 2.25815], [1.20981, -0.36338, 3.76238], [0.00363, -2.64377, 2.76751], [1.20200, -3.33376, 3.41830], [-1.18857, -2.78020, 2.98904], [-2.31011, -2.13159, 2.49695], [-1.75587, -1.28396, 1.99380], [-3.00154, -3.07834, 1.34314], [-3.47992, -4.29940, 2.18301], [-2.40546, -5.04350, 2.64119], [-1.59425, -4.09690, 3.63183], [-0.47925, -4.59285, 4.19118], [-2.12330, -3.98690, 4.44169], [-2.70752, -5.73707, 3.43363], [-1.59482, -5.32297, 1.93963], [-3.90627, -4.77395, 1.45267], [-4.35062, -3.99422, 3.04950], [-3.86252, -2.16938, 1.16850], [-2.41265, -3.17205, 0.54165], [-3.02404, -1.82056, 3.19974], [0.06436, -2.28800, 0.06801], [0.50931, -0.48553, -1.12969], [-1.11203, 2.11258, -0.73398], [-3.17905, 1.81187, -4.65711], [-4.06929, 2.66660, -3.69971]],
  "atomic_forces_ev_per_a": [[7.67, -7.35, -0.15], [1.75, 4.49, -2.09], [-5.72, 1.62, -3.84], [0.69, 1.01, -8.95], [5.34, -0.41, 12.47], [-1.31, -1.00, 0.69], [5.46, -3.27, 0.67], [-2.79, 1.84, 0.45], [-2.37, -0.51, 1.59], [0.17, 0.04, -0.87], [0.23, -0.34, -1.02], [-10.38, -9.97, -0.17], [9.63, 12.41, 5.60], [-0.96, -1.15, -3.00], [-1.00, 1.22, -1.12], [-0.13, -0.42, -0.54], [6.83, 3.53, 2.68], [-4.92, -4.24, -2.14], [1.38, 10.68, 2.02], [-4.13, -10.60, -5.27], [2.43, 7.12, 6.87], [-4.47, -10.14, -5.42], [0.58, 4.69, 0.33], [-5.10, -10.68, -3.93], [6.28, 7.01, 3.28], [0.42, 0.28, 1.08], [13.96, 2.74, 2.73], [-6.60, 2.64, -3.46], [-4.80, -5.78, 3.76], [1.76, 1.31, -5.52], [-1.76, 0.00, 0.31], [-4.36, 5.96, 6.97], [-3.28, 5.53, 0.83], [5.56, -0.06, 4.53], [6.53, -2.44, -2.46], [-3.28, 1.45, -2.44], [-3.28, 1.56, 4.29], [0.13, -1.03, -1.02], [-1.11, -0.65, -0.04], [-3.59, -3.51, -3.58], [2.64, -0.72, -2.45], [1.64, -3.25, -0.40], [2.20, -0.82, -2.97], [-0.74, 0.24, 1.16], [-1.19, -2.62, -1.10], [0.82, 2.18, 0.61], [1.45, -0.54, -3.26], [0.87, 1.71, 1.17], [-9.15, 0.25, 3.11]],
  "nbo_charge": [-0.2097, 0.1778, -0.4678, 0.2678, -0.1974, -0.1783, 0.3125, -0.2546, -0.2336, 0.2131, 0.2520, -0.5023, -0.2070, 0.1161, 0.1286, 0.1607, 0.5572, -0.5431, -0.1284, -0.2247, -0.1565, -0.0262, -0.2345, -0.0850, 0.2002, 0.2391, 0.6591, -0.7525, -0.4265, -0.2213, 0.2274, -0.3663, -0.4033, -0.4421, -0.2118, 0.2804, 0.1743, 0.2323, 0.2324, 0.2092, 0.2011, 0.2075, 0.2004, 0.2113, 0.2078, 0.2365, 0.2256, 0.1664, 0.1761]
}



[3]
{
  "formula": "C3H6BrNO2",
  "method": "ωB97M-V with the def2-TZVPD basis set",
  "gap_ev": 8.55,
  "smiles": "CC(C)(Br)[N+](=O)[O-]",
  "max_force_ha_per_bohr": 0.092,
  "homo_ev": -10.48,
  "energy_ha": -2897.0031,
  "relative_energy_ev": 4.230,
  "species": ["C", "C", "C", "N", "O", "O", "Br", "H", "H", "H", "H", "H", "H"],
  "coordinates": [[1.37933, 0.45361, -0.25629], [-0.88404, 0.70683, 0.90429], [-0.09338, 0.06473, -0.16705], [-0.13053, -1.43464, -0.23710], [0.63540, -2.05931, -0.92956], [-1.01485, -1.92165, 0.42061], [-1.45849, 0.34229, -2.18093], [1.56439, 1.43050, -0.65209], [1.82272, -0.33360, -0.94281], [1.80986, 0.35153, 0.74574], [-0.29372, 0.86652, 1.78940], [-1.79845, 0.04366, 1.14468], [-1.53824, 1.48955, 0.36111]],
  "atomic_forces_ev_per_a": [[-0.43, -1.70, -1.61], [-4.33, -0.85, -1.62], [0.87, 0.64, -1.73], [-1.25, -0.56, 0.12], [0.33, 0.28, -0.09], [-0.32, -0.79, 0.44], [1.77, -0.15, 2.12], [-0.09, 0.59, -0.06], [-0.10, 1.29, 0.88], [-0.11, 0.03, -0.07], [0.03, 0.77, 0.18], [1.77, 0.58, -0.01], [1.87, -0.12, 1.47]],
  "nbo_charge": [-0.7197, -0.7709, 0.3364, 0.4566, -0.3524, -0.3517, -0.1684, 0.2496, 0.2683, 0.2385, 0.2458, 0.2772, 0.2907]
}



[4]
{
  "formula": "C23H28BaNO",
  "method": "ωB97M-V with the def2-TZVPD basis set",
  "gap_ev": [4.82, 5.11],
  "total_charge": -1,
  "max_force_ha_per_bohr": 0.060,
  "homo_ev": [-2.64, -2.65],
  "energy_ha": -1048.6461,
  "relative_energy_ev": 0.000,
  "species": ["C", "C", "C", "H", "C", "C", "H", "C", "C", "C", "H", "C", "C", "H", "H", "H", "H", "H", "H", "Ba", "C", "C", "C", "H", "H", "H", "H", "H", "H", "C", "C", "H", "H", "O", "N", "C", "H", "C", "C", "H", "C", "H", "C", "H", "C", "H", "C", "H", "H", "H", "C", "H", "H", "H"],
  "coordinates": [[2.03369, 0.10737, 1.60528], [2.49483, -0.44796, 0.36785], [2.44178, 0.57054, -0.62585], [2.75242, -1.49592, 0.19412], [1.99815, 1.78616, -0.00797], [1.74213, 1.49350, 1.38953], [1.55046, 2.63018, -0.56176], [-1.28533, -1.68072, 1.55860], [-0.20948, -2.36505, 0.91006], [-0.50395, -2.47586, -0.47381], [0.73237, -2.65899, 1.36591], [-1.76560, -1.83919, -0.69657], [-2.27873, -1.37727, 0.57038], [2.59639, 0.40250, -1.69357], [1.08092, 2.08097, 2.04802], [1.82492, -0.46360, 2.51813], [-3.04931, -0.58140, 0.65956], [0.17152, -2.82885, -1.26341], [-1.23810, -1.23356, 2.55644], [-0.54096, 0.67471, 0.10879], [-2.40715, -1.53601, -2.04217], [-3.80896, -2.13533, -1.90002], [-1.64311, -2.20244, -3.20604], [-3.70771, -3.12535, -1.43475], [-4.28952, -2.24182, -2.87916], [-4.43234, -1.50530, -1.24923], [-1.69956, -3.29100, -3.07737], [-0.58635, -1.89418, -3.23596], [-2.11416, -1.93754, -4.16828], [-2.56912, 0.00620, -2.39544], [-1.29133, 0.73621, -2.90451], [-3.05858, 0.55058, -1.53697], [-3.30859, 0.09151, -3.23227], [-0.14963, 0.59934, -2.38909], [-1.37920, 1.58416, -3.94432], [-0.24196, 2.54922, -4.08154], [-1.86518, 1.22270, -4.76632], [1.14600, 1.99839, -4.36298], [2.29721, 2.65228, -3.88522], [2.18699, 3.54075, -3.25085], [3.56810, 2.15390, -4.19960], [4.45855, 2.66202, -3.81552], [3.69714, 1.01703, -5.01177], [4.68905, 0.63125, -5.26677], [2.54842, 0.38291, -5.50696], [2.62584, -0.50153, -6.14433], [1.27806, 0.88340, -5.19232], [0.37298, 0.40014, -5.58191], [-0.20672, 3.18768, -3.18048], [-0.58705, 3.14116, -4.92580], [-1.68513, 1.86844, 1.90804], [-1.45462, 1.48216, 2.90520], [-2.72573, 1.70888, 1.57475], [-1.28176, 2.87437, 1.69235]],
  "atomic_forces_ev_per_a": [[0.07, 0.49, -0.76], [-0.45, 0.81, 0.18], [-0.17, 0.08, 0.73], [-0.04, 0.42, 0.07], [-0.02, -0.72, 0.61], [0.20, -0.36, -0.59], [0.68, -0.15, 0.35], [0.13, -0.13, -0.69], [-0.72, 0.36, -0.08], [-0.54, 0.82, 0.23], [-0.30, 0.00, 0.00], [0.60, 0.51, 0.61], [0.56, -0.37, -0.51], [0.10, 0.19, 0.34], [0.80, -0.06, -0.19], [0.25, 0.37, -0.36], [0.25, -0.94, 0.20], [-0.35, 0.00, 0.51], [-0.20, -0.48, -0.25], [1.69, -1.63, -0.65], [0.22, 0.13, 0.18], [-0.27, -0.02, -0.46], [-0.22, 0.04, 0.21], [-0.16, 0.31, -0.18], [-0.21, 0.06, 0.00], [0.13, -0.26, -0.14], [0.14, 0.21, -0.12], [-0.36, -0.12, 0.07], [0.08, -0.12, 0.19], [-0.16, -0.16, -0.56], [2.00, -1.67, 1.68], [0.70, -0.30, -0.72], [0.38, -0.07, 0.57], [-2.64, 0.29, -1.20], [0.28, 0.72, -0.59], [-0.61, -0.38, -0.35], [0.05, 0.69, 0.41], [0.21, 0.00, -0.31], [-0.29, -0.37, -0.13], [0.10, -0.43, -0.20], [-0.24, -0.06, -0.21], [-0.36, -0.25, -0.12], [-0.29, 0.12, 0.05], [-0.38, 0.13, 0.15], [-0.16, 0.27, 0.13], [0.07, 0.29, 0.22], [0.43, 0.00, 0.05], [0.44, 0.08, 0.17], [-0.19, -0.37, -0.39], [0.30, 0.47, -0.05], [-0.82, 0.87, 1.08], [-0.32, 0.38, 0.07], [0.04, 0.36, 0.41], [-0.40, -0.03, 0.36]],
  "lowdin_charge": [-0.2383, -0.2061, -0.2418, 0.0798, -0.3352, -0.3296, 0.0635, -0.2517, -0.2013, -0.1289, 0.0795, -0.3846, -0.2792, 0.0733, 0.0638, 0.0846, 0.0830, 0.0952, 0.0848, 1.9341, -0.5086, -0.0642, -0.0505, 0.0968, 0.0733, 0.0844, 0.0913, 0.0799, 0.0805, -0.0660, -0.4840, 0.1249, 0.1213, -0.1685, 0.0618, -0.1102, 0.1447, -0.2254, -0.0400, 0.1158, -0.0824, 0.1052, -0.0969, 0.0977, -0.0838, 0.0983, -0.0508, 0.1106, 0.1316, 0.1190, -0.5076, -0.0718, -0.0887, -0.0824]
}